--- 1 ---
# C4H12N2S

C4H12N2S in the gas phase (ωB97M-V/def2-TZVPD, the OMol25 dataset).

Bonds (Å) are listed after each position.
Atoms and positions in Å:
1 C -1.740 0.484 1.448  N2 1.462, H8 1.083, H9 1.090, H10 1.078
2 N -1.592 0.513 -0.007  C1 1.462, C3 1.470, H11 1.010
3 C -0.248 0.285 -0.557  N2 1.470, C4 1.530, C6 1.570, H12 1.083
4 C 0.275 -1.124 -0.265  C3 1.530, N5 1.463, H13 1.101, H14 1.088
5 N 1.338 -1.566 -1.168  C4 1.463, H15 1.010, H16 1.013
6 C 0.689 1.379 0.068  C3 1.570, S7 1.807, H17 1.079, H18 1.083
7 S 2.303 1.566 -0.721  C6 1.807, H19 1.338
8 H -2.288 -0.410 1.718  C1 1.083
9 H -0.770 0.391 1.937  C1 1.090
10 H -2.229 1.377 1.804  C1 1.078
11 H -2.153 -0.249 -0.360  N2 1.010
12 H -0.221 0.512 -1.615  C3 1.083
13 H -0.565 -1.796 -0.504  C4 1.101
14 H 0.452 -1.256 0.800  C4 1.088
15 H 1.242 -2.548 -1.382  N5 1.010
16 H 2.253 -1.473 -0.742  N5 1.013
17 H 0.078 2.269 0.109  C6 1.079
18 H 0.933 1.054 1.072  C6 1.083
19 H 2.243 0.591 -1.635  S7 1.338

Properties
* charge: 0
* SMILES: CN[C@H](CN)CS
* molecular weight: 120.22 g mol⁻¹

Atomic partial charges in e from the natural (NBO) method, atoms 1 to 4:
1. C -0.4230
2. N -0.6240
3. C -0.0502
4. C -0.2422

--- 2 ---
# C4H12N2S

C4H12N2S in the gas phase (ωB97M-V/def2-TZVPD, the OMol25 dataset).

Bonds (Å) are listed after each position.
Atoms and positions in Å:
1 N -0.758 0.868 1.698  C2 1.538, H8 0.976, H9 1.016
2 C -0.580 -0.575 1.200  N1 1.538, C3 1.588, H10 1.097, H11 1.047
3 C -0.644 -0.449 -0.381  C2 1.588, N4 1.433, C5 1.509, H12 1.053
4 N -1.493 -1.521 -0.813  C3 1.433, H13 0.968, H14 0.910
5 C 0.779 -0.293 -0.858  C3 1.509, C6 1.475, H15 1.122, H16 1.117
6 C 1.139 1.138 -0.853  C5 1.475, S7 1.845, H17 1.232, H18 1.073
7 S 2.848 1.328 -0.184  C6 1.845, H19 1.312
8 H -0.465 0.989 2.621  N1 0.976
9 H -1.709 1.223 1.763  N1 1.016
10 H 0.280 -1.170 1.534  C2 1.097
11 H -1.264 -1.240 1.631  C2 1.047
12 H -1.231 0.401 -0.587  C3 1.053
13 H -1.418 -2.385 -0.383  N4 0.968
14 H -2.377 -1.307 -0.826  N4 0.910
15 H 0.724 -0.718 -1.895  C5 1.122
16 H 1.388 -1.063 -0.326  C5 1.117
17 H 0.312 1.691 -0.126  C6 1.232
18 H 1.163 1.622 -1.810  C6 1.073
19 H 3.307 1.462 -1.405  S7 1.312

Properties
* charge: 0
* SMILES: NC[C@H](N)CCS
* molecular weight: 120.22 g mol⁻¹

Atomic partial charges in e from the natural (NBO) method, atoms 1 to 4:
1. N -0.8619
2. C -0.2360
3. C -0.0368
4. N -0.8261

1 is preferred energetically. Next in line: 32.6 kcal/mol higher.

--- 1 ---
# C4H12N2S

C4H12N2S in the gas phase (ωB97M-V/def2-TZVPD, the OMol25 dataset).

Bonds (Å) are listed after each position.
Atoms and positions in Å:
1 C 2.758 0.423 -0.063  N2 1.454, H8 1.091, H9 1.104, H10 1.082
2 N 1.347 0.356 0.281  C1 1.454, C3 1.417, H11 1.009
3 C 0.559 -0.433 -0.594  N2 1.417, C4 1.524, H12 1.111, H13 1.089
4 C -0.944 -0.216 -0.478  C3 1.524, N5 1.471, C6 1.540, H14 1.097
5 N -1.211 1.231 -0.483  C4 1.471, H15 1.008, H16 1.001
6 C -1.432 -0.969 0.773  C4 1.540, S7 1.863, H17 1.085, H18 1.085
7 S -2.941 -0.383 1.695  C6 1.863, H19 1.325
8 H 3.189 1.263 0.483  C1 1.091
9 H 3.362 -0.453 0.230  C1 1.104
10 H 2.861 0.503 -1.137  C1 1.082
11 H 1.240 0.150 1.263  N2 1.009
12 H 0.626 -1.541 -0.537  C3 1.111
13 H 0.826 -0.227 -1.629  C3 1.089
14 H -1.479 -0.633 -1.340  C4 1.097
15 H -1.098 1.587 -1.420  N5 1.008
16 H -2.049 1.570 -0.052  N5 1.001
17 H -0.659 -0.889 1.530  C6 1.085
18 H -1.702 -1.994 0.541  C6 1.085
19 H -3.254 0.655 0.936  S7 1.325

Properties
* charge: 0
* SMILES: CNC[C@H](N)CS
* molecular weight: 120.22 g mol⁻¹

Atomic partial charges in e from the natural (NBO) method, atoms 1 to 4:
1. C -0.3996
2. N -0.6173
3. C -0.2136
4. C -0.0571

--- 2 ---
# C4H12N2S

C4H12N2S in the gas phase (ωB97M-V/def2-TZVPD, the OMol25 dataset).

Bonds (Å) are listed after each position.
Atoms and positions in Å:
1 N -0.378 2.213 1.515  C2 1.454, H8 1.012, H9 1.011
2 C 0.253 1.381 0.503  N1 1.454, C3 1.540, H10 1.099, H11 1.097
3 C 0.246 -0.101 0.920  C2 1.540, N4 1.447, C5 1.516, H12 1.100
4 N 0.817 -0.291 2.236  C3 1.447, H13 1.013, H14 1.017
5 C 0.976 -0.982 -0.077  C3 1.516, C6 1.526, H15 1.092, H16 1.096
6 C 0.560 -0.841 -1.538  C5 1.526, S7 1.830, H17 1.088, H18 1.094
7 S -1.245 -0.812 -1.844  C6 1.830, H19 1.339
8 H 0.072 3.119 1.547  N1 1.012
9 H -1.363 2.363 1.341  N1 1.011
10 H -0.112 1.576 -0.515  C2 1.099
11 H 1.307 1.675 0.439  C2 1.097
12 H -0.811 -0.401 0.973  C3 1.100
13 H 0.369 0.354 2.876  N4 1.013
14 H 1.804 -0.047 2.248  N4 1.017
15 H 0.798 -2.008 0.251  C5 1.092
16 H 2.061 -0.847 0.004  C5 1.096
17 H 1.005 -1.606 -2.171  C6 1.088
18 H 0.873 0.134 -1.921  C6 1.094
19 H -1.405 -2.087 -2.224  S7 1.339

Properties
* charge: 0
* SMILES: NC[C@H](N)CCS
* molecular weight: 120.22 g mol⁻¹

Atomic partial charges in e from the natural (NBO) method, atoms 1 to 4:
1. N -0.8516
2. C -0.2380
3. C -0.0635
4. N -0.8279

--- 3 ---
# C4H12N2S

3 unconnected molecules or ions with the total composition C4H12N2S (ωB97M-V/def2-TZVPD, the OMol25 dataset).

Bonds (Å) are listed after each position.
Atoms and positions in Å:
1 C 0.901 -0.284 0.685  N2 1.409, C6 1.617, H8 1.133, H9 1.204
2 N -0.331 -0.633 1.274  C1 1.409, C3 1.487
3 C -1.516 -0.029 0.609  N2 1.487, C4 1.559, H11 1.167, H12 1.126
4 C -1.303 1.317 -0.149  C3 1.559, S5 1.828, H13 1.087, H14 1.096
5 S -0.663 1.425 -1.857  C4 1.828
6 C 1.263 -1.255 -0.557  C1 1.617, N7 1.445, H15 1.128, H16 1.118
7 N 0.711 -2.519 -0.128  C6 1.445, H17 1.000, H19 1.049
8 H 0.936 0.785 0.312  C1 1.133
9 H 1.802 -0.400 1.476  C1 1.204
10 H 1.503 3.021 -0.232  no bonds
11 H -2.458 0.000 1.296  C3 1.167
12 H -1.879 -0.824 -0.101  C3 1.126
13 H -2.310 1.706 -0.278  C4 1.087
14 H -0.823 1.978 0.582  C4 1.096
15 H 2.366 -1.338 -0.780  C6 1.128
16 H 0.762 -0.854 -1.473  C6 1.118
17 H 0.443 -3.008 -0.958  N7 1.000
18 H 0.665 3.069 -0.193  no bonds
19 H -0.069 -2.159 0.474  N7 1.049

Properties
* charge: 0
* molecular weight: 120.22 g mol⁻¹

Atomic partial charges in e from the natural (NBO) method, atoms 1 to 4:
1. C -0.3312
2. N -0.2201
3. C -0.2958
4. C -0.6048

--- 4 ---
# C4H12N2S

C4H12N2S in the gas phase (ωB97M-V/def2-TZVPD, the OMol25 dataset).

Bonds (Å) are listed after each position.
Atoms and positions in Å:
1 N 2.686 0.521 -1.126  C2 1.495, H8 1.043, H9 1.055
2 C 1.790 1.139 -0.100  N1 1.495, C3 1.524, H10 1.135, H11 1.165
3 C 1.221 0.086 0.844  C2 1.524, N4 1.526, H12 1.081, H13 1.104
4 N -0.005 -0.608 0.256  C3 1.526, C5 1.436, H14 1.022
5 C -1.275 0.044 0.403  N4 1.436, C6 1.495, H15 1.107, H16 1.086
6 C -2.509 -0.601 -0.144  C5 1.495, S7 1.820, H17 1.123, H18 1.049
7 S -3.154 -2.286 0.097  C6 1.820, H19 1.253
8 H 2.071 0.048 -1.823  N1 1.043
9 H 3.300 1.284 -1.518  N1 1.055
10 H 2.509 1.710 0.568  C2 1.135
11 H 1.117 1.927 -0.632  C2 1.165
12 H 0.883 0.401 1.822  C3 1.081
13 H 1.927 -0.724 1.098  C3 1.104
14 H 0.179 -0.896 -0.708  N4 1.022
15 H -1.307 0.986 -0.177  C5 1.107
16 H -1.384 0.227 1.468  C5 1.086
17 H -3.329 0.022 0.305  C6 1.123
18 H -2.622 -0.492 -1.181  C6 1.049
19 H -2.098 -2.786 0.549  S7 1.253

Properties
* charge: 0
* SMILES: NCCNCCS
* molecular weight: 120.22 g mol⁻¹

Atomic partial charges in e from the natural (NBO) method, atoms 1 to 4:
1. N -0.8545
2. C -0.2510
3. C -0.2371
4. N -0.6418

2 is preferred energetically. Next in line: 23.0 kcal/mol higher.

--- 1 ---
# C5H14O2

3 unconnected molecules or ions with the total composition C5H14O2 (ωB97M-V/def2-TZVPD, the OMol25 dataset).

Bonds (Å) are listed after each position.
Atoms and positions in Å:
1 C -0.535 1.245 0.454  C2 1.475, H6 1.114, H7 1.077, H8 1.104
2 C 0.736 0.965 -0.238  C1 1.475, C3 1.372, C5 1.481
3 C 0.818 -0.071 -1.135  C2 1.372, C4 1.496, H9 1.094
4 C 2.050 -0.598 -1.799  C3 1.496, H10 1.090, H11 1.088, H12 1.104
5 C 1.881 1.864 0.039  C2 1.481, H13 1.081, H14 1.134, H15 1.104
6 H -0.345 0.819 1.465  C1 1.114
7 H -1.456 0.897 0.015  C1 1.077
8 H -0.907 2.279 0.556  C1 1.104
9 H -0.009 -0.757 -1.338  C3 1.094
10 H 2.955 -0.157 -1.381  C4 1.090
11 H 2.188 -1.676 -1.739  C4 1.088
12 H 2.003 -0.255 -2.847  C4 1.104
13 H 2.728 1.849 -0.631  C5 1.081
14 H 2.368 1.668 1.044  C5 1.134
15 H 1.403 2.858 0.090  C5 1.104
16 H -3.439 -0.485 1.754  O18 0.957
17 H -2.449 0.685 1.406  O18 0.950
18 O -2.535 -0.174 1.803  H16 0.957, H17 0.950
19 H -2.797 -3.739 0.124  O21 0.961
20 H -2.299 -3.195 1.429  O21 0.969
21 O -2.358 -4.023 0.930  H19 0.961, H20 0.969

Properties
* charge: +1
* spin multiplicity: 2
* molecular weight: 106.16 g mol⁻¹

Atomic partial charges in e from the natural (NBO) method, atoms 1 to 4:
1. C -0.7321
2. C 0.2902
3. C 0.1169
4. C -0.7057

--- 2 ---
# C5H14O2

2 unconnected molecules or ions with the total composition C5H14O2 (ωB97M-V/def2-TZVPD, the OMol25 dataset).

Bonds (Å) are listed after each position.
Atoms and positions in Å:
1 C 1.832 1.215 -1.409  O2 1.367, C3 1.634, H7 1.086, H8 1.107
2 O 3.031 1.362 -0.769  C1 1.367, H9 0.965
3 C 1.071 -0.112 -0.836  C1 1.634, C4 1.534, H10 1.092, H11 1.087
4 C 0.531 0.189 0.567  C3 1.534, C5 1.565, C6 1.522, H12 1.093
5 C 0.410 -1.204 1.270  C4 1.565, H13 1.088, H14 1.084, H15 1.090
6 C -0.817 0.891 0.483  C4 1.522, H16 1.093, H17 1.095, H18 1.087
7 H 1.970 1.193 -2.486  C1 1.086
8 H 1.167 2.050 -1.115  C1 1.107
9 H 3.682 1.627 -1.431  O2 0.965
10 H 1.891 -0.831 -0.777  C3 1.092
11 H 0.305 -0.379 -1.560  C3 1.087
12 H 1.323 0.817 0.984  C4 1.093
13 H -0.077 -1.920 0.611  C5 1.088
14 H 1.364 -1.592 1.607  C5 1.084
15 H -0.202 -1.044 2.158  C5 1.090
16 H -1.341 0.731 -0.463  C6 1.093
17 H -0.651 1.973 0.518  C6 1.095
18 H -1.523 0.607 1.258  C6 1.087
19 H -5.351 -1.212 1.027  O21 0.944
20 H -4.944 -2.698 1.033  O21 0.963
21 O -5.052 -1.919 0.477  H19 0.944, H20 0.963

Properties
* charge: +1
* spin multiplicity: 2
* molecular weight: 106.16 g mol⁻¹

Atomic partial charges in e from the natural (NBO) method, atoms 1 to 4:
1. C -0.0360
2. O -0.4078
3. C -0.2883
4. C -0.2301

1 is preferred energetically. Next in line: 14.9 kcal/mol higher.